Entry 1:
100
Properties=species:S:1:pos:R:3 method="wB97M-V/def2-TZVPD" e_homo_ev="-11.9 / -11.9" lumo_energy_ev="-6.13 / -6.13" e_above_lowest_kj_mol=231.4 total_charge=+2
Pt -0.857 0.059 -1.637
F 1.951 -3.422 2.953
C 2.593 -2.409 2.336
C 1.987 -1.824 1.263
C 2.608 -0.783 0.570
C 1.965 -0.240 -0.616
O 1.057 -0.892 -1.208
C 2.446 1.030 -0.999
C 3.644 1.464 -0.525
N 4.420 0.781 0.352
C 5.820 1.189 0.384
C 6.654 1.385 1.614
C 6.960 0.260 0.659
C 3.852 -0.297 1.017
C 4.431 -0.907 2.136
C 3.848 -1.980 2.792
N 4.532 -2.536 3.899
C 3.830 -3.409 4.842
C 4.772 -3.702 6.023
N 5.750 -2.575 6.128
C 6.702 -2.585 4.963
C 5.907 -2.986 3.713
C 1.680 1.945 -1.959
O 2.332 2.821 -2.498
O 0.429 1.721 -2.077
H 1.013 -2.168 0.939
H 4.031 2.407 -0.889
H 6.000 1.904 -0.404
H 6.229 1.163 2.582
H 7.309 2.244 1.627
H 6.742 -0.755 0.954
H 7.831 0.342 0.024
H 5.357 -0.537 2.542
H 3.521 -4.360 4.403
H 2.936 -2.892 5.186
H 5.337 -4.619 5.874
H 4.210 -3.794 6.949
H 6.259 -2.602 7.011
H 5.215 -1.705 6.095
H 7.506 -3.291 5.163
H 7.125 -1.588 4.864
H 5.940 -4.073 3.571
H 6.354 -2.535 2.832
C -4.880 -1.770 -5.634
C -3.689 -2.176 -5.048
C -3.107 -1.406 -4.054
C -3.707 -0.213 -3.654
C -4.922 0.173 -4.218
C -5.500 -0.605 -5.210
P -3.028 0.711 -2.237
C -3.702 2.373 -2.318
C -3.762 3.037 -3.547
C -4.320 4.301 -3.618
C -4.776 4.926 -2.465
C -4.664 4.291 -1.237
C -4.122 3.018 -1.160
C -3.930 -0.207 -0.960
C -5.248 -0.027 -0.634
C -5.896 -0.963 0.197
C -5.232 -2.077 0.633
C -3.885 -2.311 0.265
C -3.187 -3.492 0.614
C -1.913 -3.697 0.166
C -1.244 -2.704 -0.590
C -1.865 -1.525 -0.896
C -3.220 -1.340 -0.518
H -5.334 -2.369 -6.411
H -3.218 -3.097 -5.363
H -2.185 -1.724 -3.588
H -5.422 1.073 -3.885
H -6.443 -0.299 -5.642
H -3.395 2.552 -4.442
H -4.396 4.802 -4.574
H -5.214 5.913 -2.526
H -5.001 4.783 -0.334
H -4.037 2.518 -0.210
H -5.802 0.819 -1.025
H -6.932 -0.807 0.466
H -5.739 -2.809 1.250
H -3.679 -4.234 1.229
H -1.394 -4.616 0.405
H -0.227 -2.883 -0.915
S -0.525 0.882 0.688
C -1.513 2.263 1.015
C -2.722 2.095 1.705
C -3.436 3.206 2.117
C -2.963 4.484 1.832
C -1.775 4.652 1.128
C -1.045 3.550 0.721
H -3.071 1.094 1.926
H -4.357 3.077 2.670
H -3.517 5.350 2.170
H -1.403 5.646 0.919
H -0.112 3.670 0.187
C -0.661 1.507 -4.858
O -0.716 0.228 -4.212
H -1.313 1.508 -5.735
H 0.354 1.766 -5.155
H -1.006 2.249 -4.143
H -0.231 -0.414 -4.741

Entry 2:
103
Properties=species:S:1:pos:R:3 method="wB97M-V/def2-TZVPD" e_homo_ev="-7.3 / -7.3" lumo_energy_ev="-1.56 / -1.57" total_charge=0
Pd -0.573 0.747 1.277
N -3.518 -0.030 0.733
P -2.419 -1.097 1.515
C -3.570 -2.538 1.602
C -3.813 -3.102 2.847
C -4.614 -4.223 2.960
C -5.181 -4.779 1.825
C -4.954 -4.211 0.581
C -4.147 -3.094 0.466
C -1.400 -1.715 0.106
C -1.603 -1.311 -1.209
C -0.822 -1.841 -2.223
C 0.180 -2.748 -1.930
C 0.399 -3.139 -0.620
C -0.388 -2.630 0.394
C -3.521 1.314 0.995
C -4.588 2.132 0.603
C -4.511 3.483 0.864
C -3.403 3.989 1.533
C -2.407 3.111 1.906
N -2.457 1.809 1.632
H -4.369 -0.409 0.334
H -3.375 -2.647 3.726
H -4.787 -4.666 3.929
H -5.798 -5.659 1.909
H -5.394 -4.647 -0.303
H -3.953 -2.659 -0.505
H -2.357 -0.568 -1.439
H -0.981 -1.537 -3.247
H 0.788 -3.160 -2.721
H 1.198 -3.831 -0.392
H -0.218 -2.941 1.415
H -5.436 1.704 0.092
H -5.310 4.138 0.553
H -3.309 5.043 1.747
H -1.540 3.446 2.464
C 0.632 -3.009 4.086
N 0.054 -1.715 3.822
C 0.643 -0.535 4.056
S -0.277 0.865 3.865
N 1.868 -0.505 4.596
C 2.595 0.731 4.768
H -0.112 -3.773 3.874
H 0.911 -3.085 5.141
H 1.514 -3.205 3.466
H -0.833 -1.650 3.327
H 2.435 -1.338 4.508
H 1.938 1.464 5.232
H 2.934 1.128 3.808
H 3.454 0.549 5.408
O 1.304 -0.205 0.897
Si 2.512 0.699 0.464
C 2.748 1.199 -1.371
C 2.970 2.521 -1.735
C 3.419 2.845 -3.004
C 3.639 1.847 -3.938
C 3.382 0.528 -3.600
C 2.948 0.209 -2.324
C 2.627 2.370 1.409
C 3.844 2.987 1.689
C 3.896 4.161 2.420
C 2.733 4.727 2.915
C 1.513 4.134 2.639
C 1.469 2.982 1.872
C 4.158 -0.186 0.831
C 4.256 -1.175 1.799
C 5.467 -1.772 2.101
C 6.611 -1.393 1.419
C 6.531 -0.418 0.439
C 5.316 0.179 0.156
H 2.777 3.311 -1.024
H 3.606 3.879 -3.257
H 3.978 2.096 -4.933
H 3.540 -0.259 -4.322
H 2.764 -0.822 -2.053
H 4.760 2.540 1.329
H 4.853 4.631 2.607
H 2.776 5.624 3.515
H 0.600 4.567 3.024
H 0.497 2.535 1.615
H 3.353 -1.485 2.307
H 5.528 -2.532 2.869
H 7.560 -1.857 1.646
H 7.418 -0.118 -0.104
H 5.259 0.937 -0.614
S 0.265 1.129 -6.376
C -0.413 1.292 -4.884
S 0.448 2.094 -3.598
C -0.868 1.634 -2.491
N -1.822 1.010 -3.092
N -1.597 0.824 -4.415
C -2.599 0.153 -5.146
C -2.723 0.277 -6.525
C -3.713 -0.417 -7.197
C -4.608 -1.219 -6.509
C -4.505 -1.318 -5.132
C -3.506 -0.648 -4.454
S -0.754 2.112 -0.884
H -2.047 0.906 -7.079
H -3.779 -0.327 -8.271
H -5.373 -1.764 -7.040
H -5.202 -1.932 -4.582
H -3.422 -0.749 -3.386

Entry 3:
105
Properties=species:S:1:pos:R:3 method="wB97M-V/def2-TZVPD" e_homo_ev="-11.2 / -11.2" lumo_energy_ev="-7.71 / -8.31" total_charge=+2
Pd 0.064 0.109 -0.099
Se 3.933 -4.227 4.157
P 1.780 -4.254 3.983
C 1.067 -3.772 5.577
C 0.169 -4.573 6.266
C -0.341 -4.127 7.474
C 0.044 -2.898 7.987
C 0.937 -2.098 7.287
C 1.457 -2.537 6.086
C 1.164 -5.905 3.571
C 1.590 -6.960 4.373
C 1.072 -8.224 4.163
C 0.147 -8.432 3.149
C -0.259 -7.380 2.343
C 0.246 -6.109 2.550
C 1.111 -3.020 2.862
C 1.487 -2.238 1.759
N 0.444 -1.400 1.555
N -0.489 -1.658 2.433
N -0.120 -2.610 3.221
P 2.970 -1.987 0.785
Se 2.678 -0.389 -0.643
C 3.423 -3.523 -0.068
C 3.199 -4.753 0.536
C 3.582 -5.912 -0.113
C 4.188 -5.844 -1.359
C 4.396 -4.617 -1.970
C 4.012 -3.454 -1.327
C 4.214 -1.558 2.033
C 3.810 -0.677 3.033
C 4.683 -0.360 4.056
C 5.958 -0.907 4.068
C 6.365 -1.763 3.056
C 5.495 -2.096 2.031
H -0.134 -5.528 5.863
H -1.049 -4.741 8.010
H -0.345 -2.565 8.938
H 1.227 -1.133 7.676
H 2.167 -1.932 5.535
H 2.313 -6.781 5.158
H 1.384 -9.044 4.791
H -0.253 -9.421 2.984
H -0.978 -7.546 1.555
H -0.076 -5.277 1.939
H 2.736 -4.805 1.514
H 3.409 -6.865 0.360
H 4.499 -6.752 -1.851
H 4.861 -4.564 -2.942
H 4.176 -2.486 -1.784
H 2.815 -0.248 3.003
H 4.367 0.310 4.842
H 6.641 -0.654 4.865
H 7.360 -2.181 3.064
H 5.796 -2.778 1.248
S -4.180 -1.601 -0.401
C -3.248 -2.467 -1.553
C -1.928 -2.110 -1.548
C -1.639 -1.107 -0.601
C -2.760 -0.727 0.114
C -2.757 0.198 1.217
C -3.861 0.399 2.055
C -3.718 1.199 3.171
C -2.490 1.792 3.429
C -1.461 1.590 2.521
N -1.595 0.832 1.447
H -3.728 -3.202 -2.171
H -1.206 -2.582 -2.194
H -4.804 -0.080 1.838
H -4.545 1.350 3.847
H -2.334 2.394 4.311
H -0.494 2.053 2.678
C 1.840 -0.632 -5.257
C 1.360 -1.575 -4.165
N 0.696 -0.801 -3.142
C 0.217 0.454 -3.282
N -0.226 1.047 -2.185
C -0.860 2.339 -2.308
C -0.212 3.155 -3.424
C -0.313 2.354 -4.714
N 0.215 1.020 -4.503
C 0.678 0.270 -5.656
H 2.195 -1.202 -6.115
H 2.660 -0.019 -4.877
H 2.206 -2.100 -3.711
H 0.677 -2.327 -4.582
H 0.573 -1.213 -2.218
H -0.801 2.861 -1.346
H -1.924 2.193 -2.536
H 0.840 3.328 -3.187
H -0.709 4.115 -3.549
H 0.268 2.828 -5.510
H -1.356 2.286 -5.049
H 0.995 0.986 -6.415
H -0.138 -0.333 -6.073
S 1.405 2.167 0.879
C 1.249 3.778 0.413
N 2.396 4.543 0.449
C 2.382 5.846 0.089
C 1.200 6.415 -0.296
C 0.057 5.591 -0.285
N 0.098 4.317 0.045
H 3.248 4.089 0.758
H 3.319 6.379 0.121
H 1.143 7.447 -0.591
H -0.912 5.980 -0.563

Entry 4:
97
Properties=species:S:1:pos:R:3 method="wB97M-V/def2-TZVPD" e_homo_ev=-18.5 lumo_energy_ev=-11.94 e_above_lowest_kj_mol=108.3 total_charge=+4
Pd 0.324 -0.722 2.947
C 4.493 0.512 3.556
C 4.328 1.585 4.411
C 3.038 1.967 4.758
C 1.961 1.254 4.272
N 2.128 0.168 3.467
C 3.372 -0.162 3.105
C 0.563 1.598 4.581
C 0.128 2.601 5.430
C -1.234 2.754 5.640
C -2.141 1.902 5.023
C -1.657 0.913 4.185
N -0.337 0.811 3.971
C -2.446 -0.138 3.522
C -3.827 -0.183 3.569
C -4.499 -1.237 2.968
C -3.759 -2.215 2.327
C -2.380 -2.108 2.309
N -1.719 -1.102 2.894
H 5.473 0.184 3.239
H 5.182 2.124 4.799
H 2.881 2.814 5.410
H 3.482 -0.996 2.432
H 0.829 3.245 5.941
H -1.592 3.527 6.307
H -3.198 2.003 5.222
H -4.380 0.590 4.082
H -5.578 -1.294 3.012
H -4.232 -3.067 1.860
H -1.788 -2.866 1.821
C 1.769 -2.817 2.946
C 0.521 -3.141 2.585
As -1.681 -1.711 -1.279
C -3.093 -0.671 -1.932
C -3.887 -0.956 -3.061
C -4.890 -0.084 -3.432
C -5.121 1.071 -2.686
C -4.327 1.382 -1.583
C -3.302 0.530 -1.222
C -1.977 -3.460 -1.835
C -0.822 -4.277 -1.813
C -0.898 -5.595 -2.207
C -2.131 -6.129 -2.579
C -3.291 -5.351 -2.556
C -3.221 -4.023 -2.198
As 1.430 0.449 -0.244
C 1.761 -0.895 -1.601
C 1.167 -0.932 -2.861
C 1.446 -1.984 -3.728
C 2.311 -2.999 -3.342
C 2.897 -2.970 -2.082
C 2.616 -1.924 -1.212
C 3.062 1.458 -0.207
C 4.129 1.224 -1.073
C 5.274 2.000 -0.968
C 5.346 3.012 -0.017
C 4.279 3.250 0.842
C 3.140 2.465 0.758
H 2.533 -2.721 2.186
H 2.081 -2.776 3.983
H -0.223 -3.413 3.323
H 0.297 -3.308 1.536
H -3.694 -1.835 -3.661
H -5.496 -0.293 -4.304
H -5.918 1.742 -2.978
H -4.512 2.289 -1.024
H -2.664 0.774 -0.377
H 0.133 -3.853 -1.517
H -0.014 -6.217 -2.221
H -2.194 -7.168 -2.877
H -4.241 -5.795 -2.819
H -4.125 -3.431 -2.162
H 0.520 -0.132 -3.200
H 1.003 -1.998 -4.715
H 2.544 -3.802 -4.029
H 3.588 -3.749 -1.786
H 3.108 -1.897 -0.243
H 4.072 0.449 -1.828
H 6.108 1.824 -1.634
H 6.237 3.621 0.050
H 4.338 4.049 1.570
H 2.307 2.647 1.432
C -0.428 2.689 -4.573
C -0.080 3.453 -3.282
C -1.275 4.281 -2.782
C 1.172 4.330 -3.473
C 0.245 2.456 -2.258
N 0.510 1.673 -1.458
H -0.697 3.425 -5.330
H -1.280 2.024 -4.428
H 0.424 2.119 -4.944
H -1.494 5.035 -3.538
H -1.047 4.795 -1.849
H -2.162 3.661 -2.651
H 0.957 5.041 -4.271
H 2.038 3.738 -3.770
H 1.409 4.891 -2.570